No. 1
C6H9NO | wB97M-V/def2-TZVPD

Structure (XYZ):
```
17
Properties=species:S:1:pos:R:3:forces:R:3
C -2.162 -1.201 -0.287 1.606 -3.054 0.423
C -0.978 -0.824 -0.819 -1.158 1.401 0.240
C 0.035 -0.093 0.086 4.886 -1.744 -0.215
C 0.028 -0.424 1.715 -5.011 -0.785 -1.375
C 1.458 -0.572 -0.332 1.341 -2.006 0.868
N 2.563 -0.966 -0.368 -2.550 1.085 -0.312
C 0.334 1.379 -0.415 2.187 -3.139 0.517
O -0.693 2.119 -0.012 0.097 6.120 1.681
H -2.210 -1.263 0.920 -0.563 0.228 -3.335
H -2.600 -2.024 -0.993 -0.422 1.947 1.705
H -0.848 -0.822 -1.986 0.189 -0.132 2.516
H 0.827 -0.487 2.448 0.806 0.248 -1.089
H -0.660 0.427 2.010 0.543 -1.108 0.398
H -0.637 -1.486 1.862 2.023 3.037 -0.389
H 0.245 1.143 -1.518 1.153 1.098 0.662
H 1.440 1.677 0.068 -2.875 -0.480 -1.764
H -0.236 3.051 0.177 -2.254 -2.715 -0.531
```
Positions in Å, forces in eV/Å.

molecular weight: 111.1 g mol⁻¹
DFT total energy: -363.84400 a.u.
SMILES string: C=C[C@@](C)(C#N)CO
ΔE to the lowest compared entry with this formula, charge and spin: 4.905 eV

---

No. 2
C24H48N4O11P2 | wB97M-V/def2-TZVPD

Structure (XYZ):
```
89
Properties=species:S:1:pos:R:3:forces:R:3
C -2.009 6.009 3.024 1.122 -0.178 -0.686
P -3.309 5.131 1.903 -0.689 2.119 -0.422
O -2.626 5.206 0.296 -0.519 0.496 1.928
C -3.565 3.329 2.451 0.616 -0.085 -0.883
C -5.018 2.891 1.874 -1.997 -4.128 0.994
N -5.988 2.174 1.705 5.213 4.390 0.640
C -2.410 2.292 2.005 -1.401 -3.125 -1.750
C -2.537 2.016 0.406 0.032 -0.054 -3.457
N -2.555 1.903 -0.802 0.035 0.478 6.685
C -2.682 0.918 2.864 -0.510 -0.898 -0.197
C -2.448 -0.421 2.004 0.582 -0.853 0.170
O -2.767 -1.560 2.891 0.831 0.239 -1.463
C -0.918 -0.655 1.539 0.080 -0.130 -0.020
N -0.808 -1.644 0.388 0.017 1.317 0.492
P -0.633 2.915 2.300 1.394 2.175 -0.012
N 0.346 1.775 3.240 -0.527 -0.105 -0.202
O 0.130 2.933 0.728 0.106 -0.806 2.467
H -1.035 6.004 2.398 -1.388 -0.072 1.256
H -1.833 5.451 4.008 -0.231 0.927 -1.372
H -2.299 7.121 3.183 0.134 -2.065 -0.184
H -2.895 6.117 -0.002 0.242 -1.401 0.284
H -3.555 3.344 3.614 -0.442 0.027 -1.998
H -2.051 0.893 3.841 -0.859 0.048 -1.806
H -3.784 0.868 3.232 1.808 0.285 -0.822
H -3.188 -0.534 1.113 1.330 0.804 1.303
H -2.348 -2.325 2.408 -0.707 0.910 0.773
H -0.400 -1.184 2.434 -0.700 1.433 -1.345
H -0.374 0.294 1.201 -0.903 -1.062 1.008
H -1.362 -1.234 -0.382 0.488 -0.408 0.248
H 0.188 -1.561 0.086 -1.185 -0.380 0.108
H -0.021 1.611 4.197 0.062 0.130 -0.752
H 1.299 2.153 3.382 -0.869 -0.033 -0.290
H 1.089 3.058 0.963 -1.207 -0.097 -0.561
C -4.175 -0.549 -3.891 -0.105 -0.084 0.208
C -2.795 -0.747 -4.483 -0.454 -0.002 0.004
O -1.922 -1.401 -3.547 0.337 0.065 0.257
C -1.836 -2.737 -3.391 0.132 -0.431 0.485
C -2.894 -3.611 -3.999 0.047 -0.280 -0.646
O -0.957 -3.210 -2.704 -0.403 0.702 -0.508
H -4.654 -1.503 -3.660 0.008 0.030 -0.133
H -4.816 0.000 -4.585 0.066 -0.028 0.037
H -4.111 0.009 -2.953 0.062 0.049 -0.149
H -2.817 -1.279 -5.438 0.024 -0.090 0.112
H -2.348 0.230 -4.685 0.145 -0.164 0.191
H -3.677 -3.794 -3.261 0.053 0.035 -0.041
H -2.435 -4.562 -4.281 -0.047 0.096 0.277
H -3.333 -3.205 -4.908 -0.128 0.101 0.135
C 3.807 -1.578 -5.672 -0.193 0.054 -0.097
C 3.032 -0.757 -6.683 0.177 -0.127 0.325
O 1.958 -1.523 -7.253 -0.250 0.068 -0.597
C 0.737 -1.643 -6.698 -0.379 -0.412 -0.019
C 0.540 -1.213 -5.273 -0.092 0.658 -0.018
O -0.166 -2.164 -7.320 0.787 0.356 0.187
H 3.177 -1.874 -4.830 0.056 0.098 0.001
H 4.656 -1.012 -5.285 -0.089 -0.094 -0.078
H 4.177 -2.498 -6.129 0.035 0.192 0.026
H 2.667 0.186 -6.269 -0.098 -0.106 0.017
H 3.693 -0.494 -7.513 -0.268 -0.133 -0.081
H 0.685 -2.071 -4.615 -0.020 0.085 -0.001
H -0.478 -0.845 -5.164 0.287 -0.285 -0.084
H 1.192 -0.398 -4.965 0.157 -0.175 0.077
C 2.286 3.694 8.430 -0.032 -0.147 0.166
C 1.472 3.977 7.184 0.162 0.078 0.284
O 0.792 2.794 6.733 -0.246 -0.226 -0.596
C -0.410 2.382 7.191 -0.511 -0.903 -0.115
C -0.961 3.004 8.442 -0.437 0.536 -0.040
O -0.998 1.466 6.640 1.036 1.187 0.160
H 1.652 3.384 9.263 0.014 0.121 -0.035
H 2.846 4.581 8.733 -0.040 -0.058 -0.044
H 2.991 2.878 8.247 -0.031 0.139 -0.067
H 0.773 4.806 7.317 -0.037 -0.134 0.048
H 2.146 4.269 6.374 -0.207 -0.220 -0.063
H -0.669 2.400 9.302 -0.010 0.044 -0.065
H -2.050 3.020 8.367 0.166 -0.266 0.052
H -0.651 4.036 8.594 0.187 -0.095 0.111
C 3.307 -5.789 -2.239 -0.075 0.171 0.092
C 4.486 -5.914 -3.183 -0.212 -0.063 0.237
O 4.738 -4.672 -3.858 0.199 0.025 -0.511
C 5.491 -3.674 -3.356 0.073 0.684 -0.150
C 5.863 -3.703 -1.901 0.600 -0.284 0.261
O 5.794 -2.732 -4.056 -0.171 -1.033 0.438
H 3.499 -5.058 -1.449 0.036 -0.114 0.006
H 3.083 -6.751 -1.772 0.017 0.058 -0.049
H 2.420 -5.445 -2.779 0.092 -0.112 0.002
H 5.387 -6.281 -2.685 -0.026 0.141 0.013
H 4.245 -6.642 -3.961 0.104 0.280 -0.094
H 5.123 -3.139 -1.330 0.035 -0.060 -0.040
H 6.842 -3.231 -1.787 -0.257 0.154 -0.072
H 5.959 -4.706 -1.491 -0.233 0.024 0.056
```
Positions in Å, forces in eV/Å.

molecular weight: 630.6 g mol⁻¹
DFT total energy: -2672.51437 a.u.
SMILES string: CP(O)[C@@H](C#N)[C@](C#N)(C[C@H](O)CN)P(N)O.CCOC(C)=O.CCOC(C)=O.CCOC(C)=O.CCOC(C)=O
ΔE to the lowest compared entry with this formula, charge and spin: 4.236 eV

---

No. 3
C14H15ClN4O6RuS3 | wB97M-V/def2-TZVPD

Structure (XYZ):
```
44
Properties=species:S:1:pos:R:3:forces:R:3
Ru -0.333 0.321 0.084 -3.992 -1.331 1.747
N 0.715 -7.940 -0.410 -0.098 -0.072 0.022
C 0.343 -6.723 0.157 -0.054 0.113 0.124
C -0.201 -5.711 -0.636 -0.011 0.004 -0.030
C -0.664 -4.542 -0.060 0.034 -0.033 -0.041
C -0.571 -4.372 1.312 -0.117 0.309 0.176
C -0.010 -5.351 2.110 0.011 0.114 0.054
C 0.449 -6.523 1.536 0.025 -0.103 -0.097
S -1.236 -2.877 2.012 -0.256 0.451 -0.257
O -2.568 -2.745 1.479 0.168 -0.020 -0.083
O -1.115 -2.928 3.446 0.253 -0.163 -0.156
N -0.347 -1.662 1.368 0.281 0.480 -0.280
C 0.937 -1.533 1.762 0.469 -0.124 0.372
N 1.486 -0.353 1.383 -0.544 0.426 -0.381
C 2.726 -0.079 1.737 0.074 0.047 -0.054
C 3.481 -0.967 2.488 -0.008 0.008 -0.018
C 2.868 -2.177 2.783 -0.052 0.029 -0.059
N 1.630 -2.475 2.431 -0.268 -0.009 -0.058
H 0.885 -7.930 -1.400 0.091 0.018 -0.029
H 1.377 -8.486 0.113 0.078 0.009 -0.024
H -0.265 -5.854 -1.710 -0.038 0.012 0.008
H -1.100 -3.751 -0.658 0.004 -0.043 -0.056
H 0.062 -5.169 3.174 0.042 -0.042 -0.001
H 0.893 -7.297 2.151 -0.042 0.002 0.023
H 3.114 0.873 1.390 0.000 -0.006 0.026
H 4.489 -0.739 2.800 0.007 -0.013 -0.032
H 3.402 -2.960 3.315 0.024 0.064 0.025
C -4.397 1.127 2.365 0.075 -0.058 -0.109
C -3.322 0.766 1.365 0.242 0.309 0.319
S -1.829 1.559 1.597 0.898 -1.339 -0.843
C -3.569 -0.136 0.349 -0.003 -0.233 -0.513
C -4.853 -0.923 0.294 0.114 0.025 0.073
S -2.470 -0.477 -0.905 1.286 1.119 0.847
H -4.003 1.856 3.069 -0.054 -0.002 0.052
H -4.721 0.244 2.920 -0.010 0.013 0.023
H -5.270 1.559 1.869 -0.021 -0.030 0.016
H -5.676 -0.419 0.797 -0.029 0.004 -0.022
H -4.666 -1.882 0.786 -0.093 0.039 -0.017
H -5.129 -1.120 -0.741 -0.038 -0.016 -0.005
O -0.271 2.580 -1.098 -0.347 -0.601 0.583
Cl 0.858 1.926 -1.720 1.159 0.722 -1.073
O 1.429 2.767 -2.718 -0.021 0.098 -0.128
O 1.831 1.618 -0.700 0.630 0.338 -0.084
O 0.401 0.684 -2.315 0.132 -0.514 -0.042
```
Positions in Å, forces in eV/Å.

molecular weight: 568.0 g mol⁻¹
DFT total energy: -2962.39882 a.u.
2S+1: 2
total charge: -1
ΔE to the lowest compared entry with this formula, charge and spin: 0.000 eV

---

No. 4
C42H78N5NiO11 | wB97M-V/def2-TZVPD

Structure (XYZ):
```
137
Properties=species:S:1:pos:R:3:forces:R:3
Ni -3.948 16.659 26.874 2.377 0.555 -0.120
N -2.735 18.965 25.463 1.497 0.534 3.399
O -2.154 19.373 24.471 -0.825 -0.275 -0.856
O -2.427 19.365 26.608 -0.379 0.008 -1.211
O -3.630 18.054 25.423 -1.281 -0.536 -1.175
C -0.684 16.755 29.421 -1.709 -0.773 -1.719
C -1.651 16.661 28.401 2.372 0.021 0.598
C -1.244 16.134 27.005 0.798 0.852 1.171
O -2.261 15.846 26.275 -0.421 -0.145 -0.433
C 0.095 16.161 26.626 -3.407 -1.156 0.410
C 1.063 16.442 27.618 1.836 2.875 -2.656
C 0.678 16.712 29.052 0.933 -0.355 2.154
O 1.562 16.948 29.888 -0.108 -0.314 -0.697
O 2.150 16.886 27.192 -0.192 -1.107 1.263
O -2.848 17.059 28.526 -2.080 -0.349 -0.312
H -0.957 16.813 30.463 -0.033 0.571 0.023
H 0.228 16.141 25.554 0.802 -0.228 0.039
C -0.726 24.072 20.950 0.502 0.125 0.529
C -1.823 23.756 22.016 0.741 0.151 -1.685
C -2.935 24.799 21.805 -0.711 -0.265 0.512
C -3.812 24.530 20.577 0.915 0.234 -0.510
C -4.386 23.107 20.614 0.642 1.291 -0.289
C -3.294 22.018 20.780 -1.259 0.710 -0.690
N -2.406 22.437 21.838 -0.820 -0.452 1.116
O -1.592 21.374 22.317 -0.424 0.471 -0.321
C -4.112 20.778 21.128 0.349 -0.906 0.266
C -2.645 21.787 19.407 1.061 -0.618 -0.015
C -1.185 23.864 23.403 -0.492 0.056 -0.814
H 0.196 23.504 21.098 -0.270 -0.431 -0.011
H -0.384 25.104 21.082 -0.254 0.117 -0.172
H -1.073 23.926 19.929 -0.009 0.055 0.026
H -3.549 24.752 22.713 -0.164 0.167 -0.040
H -2.509 25.801 21.735 0.137 -0.017 0.139
H -3.191 24.730 19.692 0.229 -0.664 -0.049
H -4.546 25.318 20.381 -0.472 -0.220 0.752
H -4.902 22.931 19.669 -0.234 -0.225 0.117
H -5.089 23.094 21.446 -0.048 -0.328 -0.026
H -4.665 20.862 22.065 0.230 0.094 0.100
H -4.851 20.574 20.351 0.009 0.294 -0.127
H -3.491 19.879 21.159 0.049 0.109 0.230
H -3.063 20.928 18.877 -0.547 0.338 -0.128
H -2.657 22.686 18.793 -0.007 -0.106 -0.148
H -1.608 21.453 19.519 0.073 0.353 0.217
H -0.370 23.148 23.450 0.042 0.058 0.289
H -1.940 23.649 24.158 0.146 0.052 0.193
H -0.809 24.884 23.484 0.055 -0.020 0.326
H -2.111 21.123 23.095 0.561 -0.580 0.181
C -6.606 20.546 24.989 -0.832 0.943 -0.278
C -6.153 22.033 25.052 0.732 -0.818 -0.532
C -6.529 22.740 23.727 -1.984 0.995 0.212
C -7.953 23.322 23.726 -0.546 0.310 0.608
C -8.210 24.076 25.035 -0.206 0.455 -0.557
C -7.996 23.273 26.310 -0.217 -0.739 -0.090
N -6.640 22.730 26.249 0.335 1.503 -0.875
O -6.131 22.199 27.438 -0.785 -0.378 -0.156
C -8.180 24.179 27.524 -1.062 0.516 0.308
C -9.090 22.180 26.395 -0.284 0.343 0.450
C -4.624 22.100 25.030 0.336 -0.963 0.003
H -6.172 20.038 24.128 0.535 -0.193 0.380
H -7.679 20.520 24.779 -0.048 -0.047 0.155
H -6.445 20.060 25.951 0.350 -0.320 -0.204
H -5.872 23.596 23.564 0.221 -0.078 0.106
H -6.508 22.134 22.821 0.683 -0.563 0.390
H -8.775 22.614 23.577 0.399 -0.500 0.092
H -8.109 24.014 22.893 0.326 0.089 -0.005
H -9.244 24.434 25.068 0.000 0.058 -0.082
H -7.570 24.963 25.024 0.079 -0.015 0.309
H -7.406 24.937 27.625 0.450 -0.540 0.428
H -9.095 24.795 27.504 -0.027 -0.130 -1.037
H -8.481 23.613 28.411 1.219 -0.126 0.274
H -10.015 22.683 26.689 -0.128 -0.139 -0.138
H -9.266 21.642 25.468 0.074 0.009 0.007
H -8.886 21.465 27.197 0.132 -0.069 -0.082
H -4.133 21.372 25.682 -0.149 0.181 0.260
H -4.245 23.096 25.248 -0.127 0.063 -0.004
H -4.334 21.808 24.017 0.254 0.189 0.006
H -6.699 21.434 27.636 0.312 -0.038 0.181
C -2.229 14.599 18.568 -0.996 -0.070 -0.171
C -1.670 14.061 19.911 -0.022 0.054 -1.277
C -0.128 14.250 19.795 -0.304 1.033 -0.501
C 0.319 15.633 20.267 0.872 0.025 0.211
C -0.238 15.973 21.627 -0.861 0.673 -0.294
C -1.779 16.050 21.625 0.360 -1.452 0.205
N -2.283 14.782 21.024 0.921 -0.445 1.001
O -3.699 14.706 20.990 0.576 0.384 -0.244
C -2.182 15.983 23.105 -0.843 0.756 -0.292
C -2.327 17.306 20.926 0.406 -0.686 0.522
C -1.992 12.565 20.041 -1.332 -0.215 -0.591
H -3.304 14.445 18.406 -0.012 -0.285 0.495
H -1.788 14.101 17.704 0.367 0.287 0.053
H -2.144 15.687 18.539 0.539 -0.007 -0.271
H 0.432 13.399 20.181 -0.014 0.241 0.628
H 0.136 14.293 18.734 -0.257 -0.574 -0.102
H 0.076 16.415 19.539 -0.594 -0.175 -0.030
H 1.412 15.700 20.222 0.039 -0.276 0.425
H 0.021 16.983 21.956 0.554 -0.169 0.089
H 0.038 15.249 22.393 0.259 -0.018 -0.054
H -3.215 16.340 23.156 -0.006 -0.139 0.472
H -2.122 14.975 23.507 0.025 -0.100 -0.193
H -1.584 16.621 23.756 -0.009 0.206 -0.202
H -1.857 17.457 19.955 -0.031 0.142 -0.044
H -3.400 17.161 20.803 -0.133 0.436 -0.043
H -2.146 18.158 21.581 -0.101 0.133 -0.127
H -1.274 11.946 20.573 0.112 0.256 0.168
H -2.192 12.115 19.061 0.636 0.049 -0.154
H -2.988 12.451 20.477 0.236 0.118 0.467
H -3.937 15.443 20.409 -0.417 -0.176 -0.058
C -7.560 14.488 24.922 0.178 -0.855 -0.670
C -7.038 15.677 25.737 -0.631 -0.570 -0.484
C -8.165 16.316 26.573 0.118 -1.597 0.822
C -8.463 15.459 27.816 0.056 0.509 -0.621
C -7.211 15.237 28.647 -1.405 -0.126 -0.582
C -6.091 14.524 27.853 -0.995 0.306 2.535
N -5.908 15.240 26.603 0.199 2.133 0.415
O -4.761 14.867 25.865 -0.962 -0.824 -0.245
C -4.849 14.645 28.770 1.184 -0.707 -1.416
C -6.500 13.052 27.811 0.467 -0.538 -1.141
C -6.609 16.734 24.725 0.331 0.485 -0.019
H -8.092 14.826 24.033 -0.030 0.117 0.052
H -6.713 13.910 24.530 -0.008 0.125 -0.163
H -8.186 13.712 25.370 -0.052 0.433 0.592
H -7.877 17.324 26.868 -0.244 0.143 -0.158
H -9.098 16.233 26.014 0.208 0.814 -0.484
H -9.257 15.941 28.391 0.107 -0.001 0.158
H -8.886 14.511 27.471 0.067 -0.071 0.094
H -7.575 14.560 29.422 0.717 0.149 0.473
H -6.921 16.203 29.064 0.366 -0.153 0.082
H -4.798 13.892 29.554 -0.403 -0.064 -0.022
H -4.594 15.597 29.237 -0.524 0.265 -0.279
H -4.012 14.395 28.102 0.292 0.017 0.386
H -5.802 12.467 27.199 0.141 -0.006 0.209
H -7.476 12.850 27.367 -0.100 0.286 0.129
H -6.483 12.657 28.822 -0.018 -0.089 -0.007
H -5.771 16.477 24.076 0.149 -0.161 0.297
H -7.435 16.949 24.047 -0.191 -0.073 0.167
H -6.397 17.670 25.245 0.317 -0.037 -0.100
H -5.029 14.125 25.295 0.448 0.065 -0.081
```
Positions in Å, forces in eV/Å.

molecular weight: 887.8 g mol⁻¹
DFT total energy: -4256.55301 a.u.
2S+1: 3
total charge: -1
ΔE to the lowest compared entry with this formula, charge and spin: 0.000 eV

---

No. 5
C4H8N4 | wB97M-V/def2-TZVPD

Structure (XYZ):
```
16
Properties=species:S:1:pos:R:3:forces:R:3
N 0.242 -0.154 -2.498 -0.257 -0.111 0.182
C 0.354 0.033 -1.158 3.287 1.104 0.570
N 1.516 0.491 -0.627 -0.701 1.986 -3.785
C 1.166 1.116 0.668 0.916 -3.127 -0.310
C 0.239 0.006 0.983 -3.348 0.015 1.662
N 0.078 -0.483 2.254 -0.128 -0.165 0.042
C -0.549 -0.358 -0.126 1.216 0.914 1.037
N -1.889 -0.689 -0.219 -0.234 -0.136 0.612
H 0.901 0.376 -3.050 -0.091 -0.119 0.104
H -0.682 -0.274 -2.881 0.097 -0.039 0.016
H 0.715 2.111 0.616 -0.095 -0.209 -0.219
H 2.053 1.135 1.306 -0.117 0.096 0.092
H 0.847 -0.302 2.890 -0.309 -0.084 -0.150
H -0.274 -1.435 2.276 0.041 0.289 0.244
H -2.240 -1.337 -0.910 -0.049 0.159 0.621
H -2.476 -0.235 0.474 -0.228 -0.573 -0.719
```
Positions in Å, forces in eV/Å.

molecular weight: 112.1 g mol⁻¹
DFT total energy: -376.16589 a.u.
SMILES string: NC1=NCC(N)=C1N
ΔE to the lowest compared entry with this formula, charge and spin: 2.247 eV